(1)
Computed, not measured: 5 unconnected molecules or ions with the total composition C24H47N6O7P, with ωB97M-V/def2-TZVPD.

Computed properties:
**Frontier orbital gap**: 8.9 eV
**DFT total energy**: -2139.2530 a.u.
**Structure (SMILES)**: CCOCC[C@@](OC(N)=O)([PH2]=N)c1ccccc1.CNC(C)=O.CNC(C)=O.CNC(C)=O.CNC(C)=O
**E_LUMO**: 0.52 eV

The geometry in ORCA input format:
```
! RIJCOSX wB97M-V def2-TZVPD def2/J DEFGRID3
* xyz 0 1
C 3.3727 -4.5188 0.1353
C 3.1372 -3.7143 -1.1569
O 1.7832 -3.4032 -1.4195
C 1.3061 -2.4555 -0.4707
C 0.1367 -1.6914 -1.0816
C -0.5367 -0.7248 -0.0367
O 0.4105 -0.6173 1.0859
C 1.1088 0.5395 1.1915
N 0.6299 1.3885 2.1939
O 2.0874 0.8177 0.5186
P -0.8584 0.8441 -0.9945
N -1.5143 2.0391 -0.2141
C -1.8018 -1.3548 0.5262
C -2.8561 -0.6117 0.9900
C -3.9841 -1.1900 1.5130
C -4.0888 -2.5535 1.5757
C -3.0369 -3.3197 1.1264
C -1.9231 -2.7276 0.6130
H 4.4210 -4.4399 0.4407
H 2.7834 -4.1648 0.9845
H 3.1751 -5.5851 -0.0070
H 3.5093 -4.3403 -1.9711
H 3.7836 -2.8271 -1.1507
H 0.9697 -3.0084 0.4135
H 2.1406 -1.7943 -0.2253
H 0.5752 -1.0434 -1.8546
H -0.5853 -2.3301 -1.5822
H 0.4968 0.8034 3.0188
H 1.3570 2.0511 2.4416
H -1.7245 0.4330 -2.0289
H 0.3815 1.1475 -1.5993
H -2.4138 2.2819 -0.6101
H -2.8204 0.4712 0.9804
H -4.7951 -0.5617 1.8770
H -4.9842 -2.9868 2.0057
H -3.1314 -4.3971 1.1965
H -1.1177 -3.3752 0.2890
C -6.1045 1.6324 4.5322
C -6.3242 1.8415 3.0536
O -6.6130 0.9203 2.3043
N -6.1887 3.1027 2.5700
C -5.8520 4.3136 3.2958
H -6.2467 0.5809 4.7632
H -5.0884 1.9159 4.8096
H -6.8217 2.2164 5.1102
H -6.3483 3.1700 1.5772
H -6.6586 5.0394 3.1785
H -4.9370 4.7388 2.8804
H -5.7037 4.1157 4.3516
C 6.4614 -0.6463 -3.5805
C 5.2230 -0.7691 -2.7265
O 4.7068 -1.8501 -2.4787
N 4.6825 0.3726 -2.2276
C 5.1410 1.7371 -2.4054
H 6.7677 -1.6380 -3.8994
H 6.2548 -0.0437 -4.4657
H 7.2749 -0.1967 -3.0095
H 3.8573 0.2173 -1.6654
H 5.3633 2.1720 -1.4291
H 4.3504 2.3241 -2.8752
H 6.0308 1.7806 -3.0243
C -3.8594 -2.1723 -2.9598
C -2.9939 -1.5150 -4.0088
O -1.8310 -1.2077 -3.7879
N -3.5499 -1.2697 -5.2227
C -4.9004 -1.5596 -5.6675
H -3.2784 -2.3009 -2.0494
H -4.7245 -1.5475 -2.7330
H -4.1921 -3.1533 -3.3013
H -2.9166 -0.8306 -5.8724
H -4.8596 -2.2257 -6.5309
H -5.3880 -0.6304 -5.9670
H -5.4842 -2.0299 -4.8839
C 4.4648 4.2628 4.1145
C 5.3239 4.3923 2.8786
O 5.8542 5.4451 2.5670
N 5.4908 3.2817 2.1116
C 4.9452 1.9507 2.3181
H 4.4270 5.2242 4.6175
H 3.4490 3.9712 3.8437
H 4.8900 3.5274 4.7989
H 6.0734 3.4384 1.3047
H 5.7688 1.2396 2.4059
H 4.3344 1.6793 1.4555
H 4.3362 1.9023 3.2148
*
```

The molecule's Mulliken atomic charges, reported in e, are given here: -1.181 0.294 -0.434 -0.278 -1.762 2.583 -0.284 0.361 -0.437 -0.550 0.404 -0.856 -0.478 -0.510 -0.650 -0.557 -1.133 -0.195 0.347 0.303 0.288 0.395 0.032 0.118 0.466 0.470 0.154 0.304 0.243 0.036 0.070 0.273 0.572 0.416 0.463 0.393 0.324 -1.346 0.826 -0.681 -0.169 -0.820 0.310 0.351 0.412 0.230 0.285 0.283 0.311 -1.488 0.884 -0.614 -0.032 -0.832 0.302 0.390 0.380 0.095 0.135 0.304 0.405 -0.782 0.747 -0.625 -0.214 -0.880 -0.180 0.373 0.445 0.253 0.290 0.285 0.339 -1.105 0.743 -0.650 -0.111 -0.722 0.289 0.248 0.348 0.198 0.269 0.197 0.318

(2)
Computed, not measured: 7 unconnected molecules or ions with the total composition C24H47N7O8, with ωB97M-V/def2-TZVPD.

Computed properties:
**Frontier orbital gap**: 7.5 eV
**DFT total energy**: -1927.3003 a.u.
**Structure (SMILES)**: O=[N+]([O-])c1ccccc1.CN(C)C=O.CN(C)C=O.CN(C)C=O.CN(C)C=O.CN(C)C=O.CN(C)C=O
**E_LUMO**: -1.13 eV
**ΔE to the lowest compared entry with this formula, charge and spin**: 1291.8 kJ/mol

The geometry in ORCA input format:
```
! RIJCOSX wB97M-V def2-TZVPD def2/J DEFGRID3
* xyz 0 1
C -1.2976 1.6162 6.4577
C -2.7126 1.3242 6.2697
C -3.3306 1.4482 4.9057
C -2.4876 2.0082 3.7457
C -0.9066 2.1822 3.9277
C -0.5046 2.0762 5.4027
N -2.9446 2.1172 2.3347
O -2.2256 2.8602 1.5617
O -3.9266 1.4132 1.9887
H -0.8626 1.5642 7.3277
H -3.3216 1.1042 6.9537
H -4.3356 1.2762 4.4727
H -0.0926 2.2982 3.2007
H 0.4844 2.3702 5.7337
C -4.5636 -1.7078 -2.7353
O -4.2816 -2.6818 -1.9593
N -4.1716 -0.5058 -2.3883
C -4.6526 0.6412 -3.1713
C -3.5576 -0.3198 -1.1573
H -5.0936 -1.9278 -3.7763
H -4.6106 1.4632 -2.6723
H -5.5106 0.4152 -3.3893
H -4.0556 0.7062 -3.9823
H -2.6586 -1.0308 -0.9783
H -4.2756 -0.1948 -0.3313
H -2.9836 0.6082 -1.2593
C 2.2214 -3.1738 -0.4973
O 2.7784 -2.2898 0.2787
N 2.9964 -3.8508 -1.2833
C 2.5244 -5.0768 -2.0053
C 4.4934 -3.7928 -1.3563
H 1.1134 -3.2778 -0.5763
H 1.4124 -5.2148 -1.9623
H 3.0684 -5.9428 -1.4893
H 2.9374 -4.9028 -3.0633
H 4.8834 -3.0058 -0.7273
H 4.7964 -3.7558 -2.3943
H 4.8324 -4.6358 -0.8723
C -1.4986 3.6742 -4.3933
O -2.6086 3.1332 -4.7363
N -1.1586 4.2252 -3.1963
C 0.0244 4.9772 -2.9243
C -2.1496 4.1692 -2.1463
H -0.7596 3.7712 -5.1083
H -0.1846 5.9892 -2.9433
H 0.6984 4.7842 -3.7593
H 0.5284 4.6382 -1.9503
H -1.8966 3.3712 -1.7003
H -3.0146 3.8682 -2.2353
H -2.1146 5.1652 -1.7053
C -1.5816 -3.5158 1.7797
O -1.0036 -2.7728 0.9217
N -1.1046 -3.5718 3.0887
C -1.6236 -4.4378 4.1567
C -0.2266 -2.4288 3.5677
H -2.3626 -4.2598 1.3577
H -1.7876 -3.8578 4.9607
H -0.9756 -5.2508 4.3077
H -2.7656 -4.8218 3.8657
H 0.7324 -2.4678 2.8377
H 0.1074 -2.6968 4.5157
H -0.7016 -1.6518 3.6167
C 2.4534 1.4482 1.5447
O 2.5454 0.8232 2.5957
N 1.3874 1.2452 0.6697
C 1.3114 2.1072 -0.4833
C 0.3934 0.1732 0.8227
H 3.3134 2.1102 1.3457
H 1.5414 1.5942 -1.3403
H 1.9544 3.1952 -0.3763
H 0.4314 2.3832 -0.6553
H 0.9224 -0.6748 0.6607
H -0.5906 0.3862 0.2257
H 0.1174 0.0702 1.8227
C 4.5284 0.4932 -0.9113
O 5.4554 1.2902 -0.3813
N 4.4594 0.2302 -2.2553
C 3.4814 -0.7098 -2.7693
C 5.2084 0.9922 -3.1513
H 3.8854 -0.1518 -0.2873
H 2.4524 -0.2368 -3.3493
H 2.8994 -1.3548 -2.1873
H 3.7324 -1.2218 -3.7483
H 6.2934 1.1712 -2.9733
H 4.7574 1.9362 -3.4523
H 5.3174 0.4632 -4.0783
*
```

The molecule's Mulliken atomic charges, reported in e, are given here: -0.547 -0.872 -0.469 0.060 0.138 -0.600 0.877 -0.513 -0.526 0.668 0.657 0.389 0.356 0.337 0.112 -0.624 0.175 -1.796 -0.545 0.270 0.605 0.673 0.522 0.243 0.340 0.027 0.384 -0.720 0.253 -0.834 -1.142 0.060 0.299 0.278 0.261 0.269 0.362 0.529 0.010 -0.628 0.234 -0.857 -1.667 0.387 0.395 0.306 0.214 0.546 0.752 0.297 -0.046 -0.536 0.266 -1.037 -1.428 0.334 0.435 0.294 0.290 0.181 0.573 0.678 -0.383 -0.589 1.117 -1.695 -0.357 0.507 0.645 0.208 0.555 0.080 -0.114 0.078 -0.121 -0.690 0.318 -0.717 -1.094 0.565 0.226 0.122 0.357 0.307 0.348 0.378

no.,maximum force (eV/A)
1,1.91
2,12.66